1.
83
Properties=species:S:1:pos:R:3 method="wB97M-V/def2-TZVPD" homo_ev="-10.45 / -10.57" homo_lumo_gap_ha="0.2495 / 0.2454" total_charge=+1 multiplicity=2
Ru -0.23724 -0.42098 0.04068
C 0.45641 -2.46215 -3.73250
C 1.79900 -2.84209 -3.69772
C 2.59520 -2.35197 -2.69578
C 2.06399 -1.50631 -1.70387
N 0.74449 -1.17202 -1.73219
C -0.01298 -1.63660 -2.74440
N 2.95803 -1.04216 -0.78791
C 2.74438 -0.23806 0.19214
N 1.54344 0.32491 0.59240
C 1.79411 1.10689 1.70810
N 0.95767 1.80638 2.38459
C -0.38613 1.94219 2.20048
C -1.03855 2.82877 3.07919
C -2.39625 3.01585 3.00064
C -3.11627 2.33030 2.02340
C -2.42834 1.49795 1.17450
N -1.10411 1.30021 1.24695
C 3.21775 1.04463 2.03308
C 3.96268 1.62620 3.04529
C 5.31984 1.34804 3.08055
C 5.91443 0.51460 2.13030
C 5.16497 -0.06912 1.12077
C 3.80953 0.20814 1.08879
H -0.21523 -2.80480 -4.50588
H 2.20314 -3.49614 -4.45885
H 3.64750 -2.58438 -2.62378
H -1.04267 -1.31667 -2.75080
H -0.42401 3.33963 3.80567
H -2.89912 3.68956 3.68166
H -4.18595 2.44305 1.92440
H -2.94307 0.96130 0.38965
H 3.48989 2.26566 3.77869
H 5.93867 1.77937 3.85618
H 6.97824 0.32716 2.18734
H 5.60825 -0.72545 0.38388
C 0.42418 -1.15780 3.57278
P -0.61115 -1.54521 2.12290
C -2.28513 -1.53910 2.81510
C -0.19362 -3.27819 1.76771
C -1.06138 -4.34354 1.97380
C -0.67917 -5.62928 1.61701
C 0.57177 -5.85962 1.06495
C 1.44563 -4.79961 0.85982
C 1.06073 -3.51480 1.20353
H 0.22863 -1.91259 4.33373
H 0.17527 -0.16815 3.95577
H 1.48137 -1.17968 3.30997
H -2.29079 -2.10817 3.74397
H -2.97871 -1.96401 2.09297
H -2.58393 -0.51021 3.02219
H -2.04532 -4.18090 2.39530
H -1.36474 -6.45291 1.76790
H 0.86602 -6.86508 0.79391
H 2.42503 -4.97190 0.43237
H 1.74202 -2.68797 1.02970
N 0.50443 2.44613 -1.47880
C -0.70734 2.14389 -2.00264
C -1.32777 3.00487 -2.92854
C -2.56053 2.67770 -3.42930
C -3.17594 1.49377 -3.01471
C -2.50946 0.70005 -2.11530
N -1.30197 1.00602 -1.61004
H 1.01532 3.25051 -1.78955
H 0.92524 1.82202 -0.81105
H -0.82052 3.91265 -3.22705
H -3.05579 3.32782 -4.13819
H -4.14761 1.19771 -3.38166
H -2.93937 -0.23254 -1.77004
N -6.40622 -7.87045 -2.28972
C -5.76943 -6.96141 -1.99226
C -4.96591 -5.83111 -1.62997
C -3.57979 -5.89317 -1.77947
C -2.80143 -4.80591 -1.43741
C -3.39127 -3.63584 -0.93993
C -4.77942 -3.58595 -0.79025
C -5.56115 -4.67299 -1.13347
C -2.54542 -2.54142 -0.58400
C -1.77671 -1.63637 -0.31876
H -3.12209 -6.79496 -2.16331
H -1.72499 -4.84465 -1.54334
H -5.24402 -2.68720 -0.40676
H -6.63568 -4.63061 -1.01897

=====

2.
34
Properties=species:S:1:pos:R:3 method="wB97M-V/def2-TZVPD" homo_ev="-2.28 / -4.90" de_lowest_ev=1.3622 homo_lumo_gap_ha="0.1973 / 0.2705" total_charge=-1 multiplicity=6
Ru -0.10467 -1.26328 -0.83871
Cl 0.23934 0.08112 -2.77696
Cl -1.49816 -2.93253 -1.44587
C 0.67409 1.94824 -0.02475
H -0.13665 1.63455 0.67098
H 0.31358 1.84850 -1.05296
C 1.60834 -0.11133 -0.05654
C 1.97079 1.82065 0.33465
H 1.67083 -0.39073 1.00470
C 3.14014 2.30299 -0.49987
H 2.21901 1.70074 1.40557
C 3.22237 1.56547 -1.85665
H 3.03996 3.38681 -0.66036
H 4.12012 2.19467 0.04809
C 3.71003 0.10900 -1.63811
H 2.23214 1.53635 -2.33092
H 3.89287 2.08233 -2.55658
C 2.75825 -0.73827 -0.79910
H 3.85329 -0.33980 -2.63479
H 4.71391 0.13761 -1.17233
H 2.37817 -1.58214 -1.40219
H 3.44104 -1.27348 -0.10808
S -0.91390 -1.01164 1.30506
C -2.62828 -1.01573 1.49412
N -3.24370 -2.24914 1.52104
C -4.60608 -2.39447 1.50791
C -5.40308 -1.26539 1.53497
C -4.81869 0.00538 1.60161
C -3.42662 0.11983 1.61875
H -2.63352 -3.06956 1.47383
H -4.96226 -3.41887 1.47215
H -6.47769 -1.38769 1.51218
H -5.44021 0.89413 1.64019
H -2.90478 1.07564 1.70899

=====

3.
53
Properties=species:S:1:pos:R:3 method="wB97M-V/def2-TZVPD" homo_ev=-4.96 de_lowest_ev=1.1908 homo_lumo_gap_ha=0.2324 total_charge=-1 multiplicity=1
Pt 0.44126 0.61691 -1.00044
C 1.48103 -5.59042 3.22834
C 1.41003 -4.68680 2.02804
C 2.42950 -3.78671 1.74492
C 2.35508 -2.94269 0.64549
C 1.24703 -3.01471 -0.17780
C 0.21399 -3.90454 0.07948
C 0.30175 -4.73357 1.18074
S 1.15407 -1.96958 -1.59228
O 1.35001 -2.77307 -2.76242
O 2.10717 -0.86051 -1.33798
N -0.28163 -1.24122 -1.51818
C -1.02437 -1.11961 -2.77634
C -0.57106 0.09237 -3.60311
O -1.05711 0.31928 -4.68637
O 0.36589 0.82701 -3.04324
H 2.38370 -5.40455 3.80868
H 1.48145 -6.63953 2.92693
H 0.62042 -5.43807 3.88164
H 3.28864 -3.72752 2.40191
H 3.12798 -2.21217 0.44583
H -0.65730 -3.92411 -0.56243
H -0.50658 -5.42219 1.39782
H -2.08435 -1.01318 -2.54786
H -0.89102 -2.00991 -3.39069
S 3.32217 1.53679 0.75057
C 2.59013 2.57367 -0.32349
N 1.41216 2.45041 -0.96601
C 1.14980 3.50031 -1.85745
C 0.05723 3.65609 -2.71051
C -0.03704 4.79066 -3.49557
C 0.93673 5.78616 -3.45702
C 2.03126 5.64238 -2.62504
C 2.12572 4.50236 -1.83946
S 3.38631 4.08112 -0.72762
H -0.69467 2.89242 -2.80361
H -0.88243 4.89256 -4.16361
H 0.84379 6.66316 -4.08439
H 2.80601 6.39755 -2.58538
S -1.53707 1.65833 -0.64610
C -1.99502 1.16259 0.97058
C -3.24480 1.53192 1.44559
C -3.65142 1.16658 2.72355
C -4.94984 1.55318 3.19045
N -5.99438 1.87575 3.54707
C -2.78184 0.42052 3.53355
C -1.52531 0.07175 3.06151
C -1.11169 0.44167 1.78228
S 0.48883 0.03965 1.24507
C -3.17737 0.00547 4.84906
N -3.48162 -0.34549 5.90057
H -3.91456 2.10764 0.81938
H -0.85662 -0.49612 3.69532

=====

4.
42
Properties=species:S:1:pos:R:3 method="wB97M-V/def2-TZVPD" homo_ev="-10.95 / -10.93" homo_lumo_gap_ha="0.1899 / 0.1888" total_charge=+1 multiplicity=2
C -0.52395 3.75932 2.40868
C -1.13197 3.17404 1.55624
As -2.06663 2.12064 0.07684
C -0.22527 1.27134 -0.31551
C -0.21365 0.53125 -1.64086
C 0.78663 -0.65801 -1.69141
C 2.01755 -0.35534 -0.86548
C 2.23955 -1.06748 0.30694
C 3.34620 -0.75854 1.09174
C 4.20642 0.25383 0.70680
C 4.01741 0.96537 -0.46115
C 2.89912 0.66207 -1.25737
C -2.46281 0.58830 1.42645
C -2.30493 -0.78457 0.85339
C -2.90037 -1.24225 -0.31994
C -2.66820 -2.52654 -0.79203
C -1.83891 -3.39494 -0.09908
C -1.25539 -2.96635 1.08477
C -1.48848 -1.68087 1.54622
H 0.24535 4.08270 3.06620
H -2.73758 1.34543 -1.10579
H -3.40000 2.85280 0.41092
H -1.71502 3.28013 -0.91992
H 0.46087 2.10914 -0.36233
H 0.00142 0.66476 0.55666
H -1.20060 0.20881 -1.96615
H 0.12522 1.24568 -2.39463
H 1.06914 -0.80575 -2.73402
H 0.28514 -1.54055 -1.30520
H 1.53796 -1.84126 0.57444
H 3.48744 -1.31116 2.00791
H 5.04488 0.49467 1.34451
H 4.68703 1.76211 -0.75173
H 2.65363 1.21135 -2.17204
H -3.41552 0.73858 1.92815
H -1.68560 0.72209 2.17349
H -3.53724 -0.58962 -0.89606
H -3.14071 -2.81423 -1.71932
H -1.68843 -4.38796 -0.49741
H -0.61297 -3.64317 1.62893
H -0.99783 -1.37839 2.46332
Cu 4.10108 -0.29743 -2.94520

=====

no.,DFT total energy (Eh)
1,-2418.22191
2,-1935.55974
3,-3553.97043
4,-4574.76194